One molecule with the formula C18H16N2O2, computed with ωB97M-V with the def2-TZVPD basis set.

```
38
Properties=species:S:1:pos:R:3:forces:R:3
O -2.673 0.908 -1.760 -0.2 0.1 -0.2
O 0.945 4.697 -1.423 -0.1 0.2 0.0
N 2.005 2.708 -1.377 0.3 0.3 0.0
N -1.741 -0.150 0.008 0.0 -0.1 0.3
C -0.537 -1.148 2.765 -0.1 0.0 0.1
C 2.047 1.344 -1.355 -0.2 -0.6 0.1
C 3.270 0.669 -1.401 0.0 0.0 0.0
C 0.641 -1.821 3.044 0.1 0.0 0.0
C -0.385 1.370 -1.221 0.0 0.7 -0.2
C -0.370 2.720 -1.287 -0.3 -0.4 0.0
C -0.412 -3.893 2.470 0.0 -0.1 0.0
C 0.860 3.486 -1.376 0.3 -0.1 0.0
C 0.841 0.615 -1.287 0.4 0.0 0.0
C -1.715 0.686 -1.052 0.1 -0.1 0.3
C -2.910 -0.900 0.406 -0.3 0.1 -0.1
C 3.302 -0.706 -1.398 -0.1 0.1 0.0
C -2.909 -1.100 1.926 0.1 0.0 -0.3
C 2.115 -1.435 -1.369 0.0 -0.1 0.0
C 0.904 -0.785 -1.319 0.1 0.0 -0.1
C 0.707 -3.194 2.893 0.1 0.0 0.0
C -1.586 -3.219 2.187 0.0 0.0 0.0
C -1.663 -1.839 2.330 -0.1 0.1 0.1
H 1.507 -1.270 3.380 0.1 0.0 0.0
H -0.368 -4.966 2.358 0.0 -0.1 0.0
H 1.625 -3.720 3.109 0.1 0.0 0.0
H -2.914 -1.878 -0.092 -0.1 0.1 0.0
H 2.147 -2.513 -1.390 0.0 -0.1 0.0
H -2.949 -0.127 2.419 -0.1 0.0 0.0
H 2.881 3.216 -1.430 -0.2 0.0 0.0
H 4.249 -1.222 -1.433 0.1 0.0 0.0
H -0.010 -1.358 -1.325 -0.1 -0.1 0.0
H -1.290 3.283 -1.262 -0.1 0.0 0.0
H -3.789 -0.343 0.076 0.1 -0.1 0.0
H -0.586 -0.076 2.902 0.0 0.1 0.0
H -3.797 -1.669 2.204 0.0 0.0 0.0
H -0.903 -0.307 0.548 0.0 0.1 -0.2
H -2.455 -3.768 1.854 -0.1 -0.1 0.0
H 4.186 1.241 -1.445 0.1 0.1 0.0
```
Positions in Å, forces in eV/Å.

Properties
- energy relative to the best compared isomer or geometry (same formula, charge and spin) (kcal/mol) = 2.8
- HOMO (Ha) = -0.3161
- charge = 0
- SMILES = O=C(NCCc1ccccc1)c1cc(=O)[nH]c2ccccc12
- gap between HOMO and LUMO (eV) = 8.609